This record from OMol25 describes a cluster of 3 separate species, C2H9NO4 in total at a distorted geometry. The level of theory is ωB97M-V with the def2-TZVPD basis set.

XYZ file:
```
16
Properties=species:S:1:pos:R:3:nbo_charge:R:1
C -1.039 2.799 0.247 -0.405
N -1.334 1.818 -0.792 -0.642
C -1.171 0.475 -0.818 0.882
O -0.009 0.153 -0.159 -0.718
O -1.782 -0.334 -1.452 -0.627
H -0.513 3.637 -0.217 0.197
H -0.356 2.378 0.978 0.227
H -1.988 3.149 0.654 0.194
H -1.940 2.131 -1.531 0.394
H 0.037 -0.812 -0.115 0.496
H 5.158 -1.927 0.528 0.467
H 3.666 -1.942 0.766 0.464
O 4.331 -1.574 0.177 -0.930
H -1.587 -3.745 0.293 0.472
H -0.270 -3.232 0.712 0.458
O -1.202 -2.973 0.728 -0.928
```

Output
- Energy relative to the best compared isomer or geometry (same formula, charge and spin): 46.2 kJ/mol
- Energy: -437.32981 Ha
- HOMO energy: -9.6 eV
- HOMO-LUMO gap: 9.90 eV